Record 1
DFT (ωB97M-V with the def2-TZVPD basis set) results for the molecule C5H7NO.

As for the energy relative to the best compared isomer or geometry (same formula, charge and spin): 375.2 kJ/mol. For the gap between HOMO and LUMO, the calculation gives 9.43 eV. As for the HOMO energy: -8.50 eV. Its structure (SMILES) is CCN=C=C1CO1. The lowest unoccupied orbital energy comes out at 0.93 eV.

```
14
C5H7NO ωB97M-V with the def2-TZVPD basis set
C -1.51963 -0.65764 0.27886
C -1.69253 0.59343 -0.57528
N -0.51090 1.11540 -1.29002
C 0.55298 0.59844 -0.94106
C 1.49287 0.00069 -0.28028
C 2.54487 0.02712 0.68691
O 2.43058 -0.99578 -0.34173
H -2.51511 -0.90848 0.64976
H -0.86163 -0.51611 1.14312
H -1.13699 -1.50976 -0.29532
H -2.04243 1.41813 0.05657
H -2.45894 0.41560 -1.33341
H 3.35202 0.73812 0.53865
H 2.36486 -0.31917 1.70323
```

=====

Record 2
DFT (ωB97M-V with the def2-TZVPD basis set) results for C15H8CrN2O6S3 as an isolated structure.

As for the multiplicity: 6. As for the energy relative to the best compared isomer or geometry (same formula, charge and spin): 87.9 kJ/mol. For the gap between HOMO and LUMO (alpha / beta), the calculation gives 4.20 / 6.62 eV. Its total charge is -1. As for the HOMO energy (alpha / beta): -2.62 / -5.47 eV. The lowest unoccupied orbital energy (alpha / beta) comes out at 1.58 / 1.15 eV.

```
35
C15H8CrN2O6S3 ωB97M-V with the def2-TZVPD basis set
Cr 0.30583 0.94034 0.57975
O -2.98295 -0.56825 2.57639
C -1.82056 0.00843 2.18489
O -1.64796 0.25221 0.94680
C -0.84336 0.31838 3.14394
C -0.80739 0.12541 4.55123
C 0.31636 0.50876 5.23597
C 1.43229 1.08362 4.58088
C 1.33927 1.23820 3.20927
N 0.25223 0.87883 2.55278
C 2.39174 1.79832 2.25600
O 3.43082 2.27289 2.67646
O 2.05659 1.67931 1.00574
H -3.46368 -0.76094 1.76478
H -1.65092 -0.32407 5.05489
H 0.35432 0.36213 6.30824
H 2.32488 1.38607 5.10349
S -0.92689 4.04585 -0.51002
C -0.48667 2.80278 0.23117
O -1.24925 1.81423 -2.85357
S 0.02314 1.11801 -2.85641
O 1.10277 1.88130 -3.43729
N 0.38796 0.56587 -1.37544
C 0.53141 -0.81358 -1.33753
S 0.90645 -1.41867 0.23198
C 0.26734 -1.43495 -2.57500
C 0.27289 -2.79744 -2.94042
C -0.05890 -3.14651 -4.22597
C -0.40578 -2.18338 -5.19042
C -0.41306 -0.83742 -4.84946
C -0.07811 -0.48535 -3.56244
H 0.53492 -3.54689 -2.20473
H -0.05596 -4.19248 -4.50717
H -0.66466 -2.49247 -6.19365
H -0.67513 -0.07853 -5.57511
```

=====

Record 3
DFT (ωB97M-V with the def2-TZVPD basis set) results for C34H28InN4O2 as an isolated structure.

As for the energy relative to the best compared isomer or geometry (same formula, charge and spin): 0.0 kJ/mol. For the gap between HOMO and LUMO, the calculation gives 6.70 eV. Its total charge is +1. As for the HOMO energy: -10.09 eV. The lowest unoccupied orbital energy comes out at -3.39 eV.

```
69
C34H28InN4O2 ωB97M-V with the def2-TZVPD basis set
In -0.22584 0.50887 0.05849
C -0.86292 3.53749 2.31547
O 0.07423 2.64047 1.72994
C 1.38287 3.03625 1.73423
C 1.79065 4.29236 2.15670
C 3.13516 4.62536 2.16481
C 4.07845 3.70257 1.74393
C 3.67245 2.45604 1.30828
C 2.32408 2.09856 1.28914
N 1.88676 0.81955 0.85398
N 2.84895 0.00248 0.65847
C 2.75565 -1.25707 0.23146
C 1.53153 -1.97052 0.04705
O 0.39649 -1.48870 0.41133
C 1.57546 -3.28296 -0.50923
C 2.75543 -3.87851 -0.80475
C 4.00834 -3.25027 -0.53356
C 5.22227 -3.91858 -0.77132
C 6.42064 -3.31473 -0.48812
C 6.43553 -2.01878 0.03740
C 5.25946 -1.34268 0.26857
C 4.02196 -1.94322 -0.00548
H -0.54623 3.82132 3.32001
H -1.80879 3.01124 2.37476
H -0.99756 4.42773 1.69819
H 1.06651 5.02538 2.48083
H 3.43769 5.60650 2.50403
H 5.12947 3.95621 1.75409
H 4.39860 1.73476 0.96784
H 0.62923 -3.77658 -0.68897
H 2.76833 -4.86675 -1.24984
H 5.19055 -4.92246 -1.17755
H 7.34997 -3.83831 -0.66780
H 7.38164 -1.54414 0.26203
H 5.27538 -0.34426 0.67755
C -2.53098 -0.79308 3.71352
C -3.78752 -0.26079 3.45245
C -4.00128 0.46760 2.29458
C -2.94801 0.67151 1.40493
N -1.75499 0.12074 1.66736
C -1.53983 -0.58653 2.77630
C -3.04330 1.51455 0.18287
C -4.24088 2.14248 -0.17183
C -4.30889 2.96149 -1.28537
C -3.18381 3.17214 -2.06768
C -1.98717 2.54514 -1.73764
C -1.91997 1.73094 -0.62097
H -2.32867 -1.35304 4.61455
H -4.60080 -0.41595 4.14890
H -4.98227 0.86982 2.09514
H -0.54386 -0.99862 2.88654
H -5.13549 1.99624 0.41890
H -5.24648 3.43529 -1.54360
H -3.23660 3.81599 -2.93634
H -1.11309 2.70595 -2.35550
C -3.90700 -3.39556 -4.20648
C -2.97544 -2.58200 -3.36227
C -2.95567 -2.69896 -1.97541
C -2.10060 -1.90408 -1.23497
N -1.28235 -1.00610 -1.78517
C -1.28047 -0.90388 -3.11536
C -2.09380 -1.66559 -3.93100
H -4.56248 -4.00968 -3.59277
H -3.35053 -4.04867 -4.88026
H -4.52190 -2.74112 -4.82543
H -3.60170 -3.41177 -1.47977
H -2.05367 -1.99422 -0.15588
H -0.59782 -0.17569 -3.53829
H -2.04505 -1.54920 -5.00607
```